C66H165N11O22 | the ωB97M-V functional and the def2-TZVPD basis

Geometry as XYZ:
```
264
Properties=species:S:1:pos:R:3:forces:R:3:mulliken_charge:R:1
C 1.9794 -5.6683 5.3056 0.4 -0.3 -0.1 -0.769
O 2.4086 -6.2220 4.0706 -0.4 0.0 -0.2 -0.135
C 2.2918 -7.6479 3.9506 1.8 0.4 -0.9 -0.686
C 3.0278 -8.0415 2.6054 -1.1 1.0 0.2 -0.624
N 2.2862 -7.5557 1.4351 0.2 -2.0 0.0 -0.239
C 2.9478 -8.0631 0.1981 -1.7 2.4 -0.8 -0.625
C 2.2107 -7.4892 -1.0561 0.1 0.1 1.0 -0.651
O 2.5095 -6.0895 -1.1720 0.0 -0.6 0.1 -0.021
C 2.0207 -5.4253 -2.3261 0.5 -1.0 -0.3 -0.681
H 1.9748 -4.5825 5.2095 0.0 -0.1 -0.1 0.084
H 2.6766 -5.9382 6.0988 0.2 0.0 0.2 0.355
H 0.9948 -6.0009 5.6344 -0.3 -0.1 -0.3 0.365
H 1.2415 -7.9335 4.0071 0.0 -0.3 -0.2 0.364
H 2.8869 -8.0969 4.7458 -0.2 -0.3 0.4 0.399
H 3.2300 -9.1043 2.4728 -0.5 -0.2 0.4 0.459
H 4.0224 -7.5982 2.5583 0.3 0.3 0.7 0.229
H 2.1449 -6.5603 1.5321 0.4 0.1 -0.6 0.133
H 2.8869 -9.1455 0.0848 0.1 0.0 0.6 0.468
H 3.9732 -7.7023 0.1172 0.4 -0.3 0.0 0.230
H 1.1332 -7.6004 -0.9343 -0.2 0.0 0.2 0.228
H 2.4514 -8.1270 -1.9065 0.5 0.5 -0.5 0.459
H 2.0355 -4.3573 -2.1086 -0.3 -0.1 -0.2 0.008
H 1.0746 -5.8207 -2.6958 -0.7 0.3 0.6 0.346
H 2.6482 -5.6757 -3.1815 0.6 0.4 -0.1 0.356
C 8.7684 -4.0217 -4.6717 -0.4 -0.7 0.9 -0.517
O 9.6710 -4.0979 -3.5640 -0.3 -1.4 -0.9 -0.412
C 9.8133 -2.9374 -2.8167 -1.3 1.1 -0.3 -0.607
C 8.5256 -2.5055 -2.0277 1.9 -0.2 0.5 0.198
N 8.5004 -3.1787 -0.7338 1.0 0.2 -0.7 -0.390
C 7.4110 -2.6618 0.0576 0.2 -1.5 -0.3 0.754
C 7.3364 -3.4366 1.3439 -1.0 0.3 1.0 -0.943
O 6.7482 -4.7631 1.2875 0.8 0.3 -0.7 -0.504
C 5.3398 -4.8246 1.0497 0.4 1.1 0.7 -0.120
H 8.6374 -5.0362 -5.0482 0.5 0.0 -0.2 0.314
H 9.0437 -3.3478 -5.4829 0.4 0.2 0.1 0.253
H 7.7573 -3.7862 -4.3397 -0.1 0.5 0.1 0.061
H 10.1238 -2.1672 -3.5228 -0.2 0.6 0.0 0.285
H 10.6451 -3.0434 -2.1203 -0.2 -0.3 0.2 0.363
H 7.5504 -2.6588 -2.4898 0.2 0.3 -0.8 -0.154
H 8.7178 -1.4502 -1.8342 -0.5 0.2 0.0 0.236
H 8.4417 -4.1672 -0.9325 -0.3 -0.3 0.4 0.276
H 6.4761 -2.7949 -0.4866 -0.4 0.6 0.1 -0.638
H 7.6598 -1.6141 0.2266 -0.5 0.1 0.2 0.321
H 6.7806 -2.8622 2.0850 -0.5 0.2 0.1 0.408
H 8.3423 -3.4191 1.7633 0.1 -1.0 -0.1 0.383
H 4.9899 -5.8500 1.1690 0.3 0.1 -0.1 -0.074
H 4.9862 -4.4043 0.1082 0.4 -0.2 -0.5 0.003
H 4.8643 -4.1846 1.7930 -0.3 -0.1 0.4 0.388
C 0.8403 2.5991 -1.1857 0.8 -0.2 0.2 -0.222
O 1.4900 3.4983 -0.2545 -0.9 -0.5 -1.0 -0.348
C 0.8251 4.7799 -0.1923 0.7 -1.0 -0.2 -0.106
C 1.8770 5.8568 -0.1205 0.0 -0.5 0.6 -0.503
N 1.2641 7.1362 -0.3110 1.3 0.9 -0.6 -0.001
C 2.1543 8.2774 0.0017 0.0 -0.9 -1.8 -0.430
C 3.1255 8.6060 -1.1986 -1.6 -0.6 0.2 -0.961
O 4.2029 7.6918 -1.3137 0.5 0.2 0.5 -0.220
C 5.2907 8.1220 -2.1365 -1.0 0.9 0.5 -0.799
H 0.9816 2.8989 -2.2241 -0.3 0.7 -0.1 0.395
H -0.1980 2.3615 -0.9540 -0.1 0.4 0.1 0.221
H 1.3413 1.6313 -1.2034 0.4 0.0 0.7 -0.181
H 0.1896 4.7425 0.6925 -0.3 0.3 0.1 0.065
H 0.2336 4.9633 -1.0893 -0.2 -0.1 0.0 0.328
H 2.6661 5.6043 -0.8288 -0.1 0.3 -0.3 0.282
H 2.3617 5.8070 0.8546 0.3 -0.1 0.5 0.229
H 0.2966 7.1693 -0.0231 0.2 0.5 0.5 0.041
H 2.7983 8.1000 0.8631 -0.1 0.0 0.4 0.312
H 1.5639 9.1849 0.1283 -0.1 -0.1 0.2 0.330
H 3.3141 9.6755 -1.1048 1.2 0.1 0.1 0.486
H 2.5145 8.5158 -2.0968 -0.2 0.0 -0.3 0.367
H 6.0764 7.3681 -2.1866 -0.4 -0.1 0.0 0.218
H 5.6880 9.0435 -1.7110 0.4 0.1 0.2 0.309
H 4.9111 8.4246 -3.1125 0.1 -0.4 -0.4 0.323
C -4.9161 5.5805 -4.4717 -1.0 -0.3 0.3 -0.616
O -5.1384 4.1948 -4.7355 -0.4 0.2 1.3 -0.347
C -4.0273 3.5487 -5.2385 1.4 -1.3 -2.1 -0.654
C -4.2233 2.0255 -5.5438 -1.9 1.4 0.7 -0.869
N -4.7211 1.3368 -4.3322 1.1 -0.7 -1.2 0.375
C -5.5232 0.1271 -4.6011 -0.8 0.3 1.5 -0.842
C -6.1020 -0.3669 -3.2553 0.1 0.0 0.3 0.202
O -6.6007 0.7633 -2.5667 -0.1 0.4 1.2 -0.478
C -6.6149 0.5454 -1.1433 -1.3 0.1 -1.0 -0.241
H -5.8827 6.0112 -4.2101 -0.2 -0.2 -0.3 0.265
H -4.5651 6.1092 -5.3579 0.4 0.0 0.0 0.324
H -4.3382 5.7647 -3.5661 0.7 -0.2 -0.2 0.146
H -3.0640 3.6342 -4.7357 -0.2 0.6 0.9 0.294
H -3.8886 3.9883 -6.2263 0.6 0.1 -0.4 0.524
H -3.3661 1.6033 -6.0682 0.4 -0.1 0.7 0.212
H -4.9886 2.0685 -6.3187 -0.5 -0.4 -0.2 0.466
H -5.3142 2.0012 -3.8557 -0.2 -0.1 0.2 0.314
H -5.0148 -0.7107 -5.0783 0.4 0.3 0.0 -0.227
H -6.4119 0.3794 -5.1796 -0.1 0.0 -0.6 0.601
H -5.4176 -0.8763 -2.5770 0.8 0.0 -0.3 -0.327
H -6.8980 -1.1055 -3.3499 -0.3 -0.1 -0.6 0.486
H -7.0223 1.4106 -0.6202 0.9 0.7 -0.3 0.344
H -5.6423 0.1834 -0.8101 -0.1 0.1 0.3 -0.086
H -7.4492 -0.1121 -0.8988 0.3 -1.1 -0.1 0.221
C 4.1004 -0.4296 0.8624 0.7 -0.5 -0.3 -0.492
O 4.7987 -0.8205 -0.3433 -0.6 0.5 0.6 -0.364
C 3.9242 -1.1360 -1.3984 -1.0 0.0 0.8 0.859
C 4.6053 -1.6231 -2.6038 0.1 -0.1 -0.7 -0.857
N 5.1683 -0.5288 -3.4106 -0.1 -0.9 -0.6 -0.462
C 5.6503 -0.9665 -4.7296 0.7 -1.1 0.3 -0.347
C 6.8870 -0.1826 -5.1091 -0.1 0.3 0.3 -0.955
O 7.9655 -0.4109 -4.1971 -0.2 -0.8 0.0 -0.005
C 9.1606 0.2407 -4.5585 -0.3 1.0 -0.3 -1.054
H 3.6880 -1.3021 1.3690 -0.4 -0.2 -0.2 0.125
H 3.3251 0.3149 0.6821 -0.1 0.0 -0.2 0.128
H 4.8206 -0.0243 1.5732 0.2 0.2 -0.3 0.408
H 3.2427 -0.3319 -1.6763 0.2 0.7 0.1 0.308
H 3.2102 -1.9304 -1.1810 0.0 -0.5 1.0 -0.649
H 3.8056 -2.2049 -3.0621 0.0 0.4 -1.1 0.624
H 5.3055 -2.4132 -2.3322 0.6 0.0 0.0 -0.053
H 6.0262 -0.2747 -2.9420 0.1 0.4 0.4 0.332
H 4.9553 -0.9559 -5.5691 -0.5 0.8 0.2 0.458
H 5.8945 -2.0287 -4.7110 0.4 -0.4 0.2 0.154
H 6.5523 0.8503 -5.0134 0.4 0.5 -0.3 0.391
H 7.1885 -0.3959 -6.1346 0.1 0.0 -0.1 0.475
H 9.6876 -0.1705 -5.4194 -0.3 -0.4 -0.2 0.368
H 9.8933 0.2957 -3.7534 -0.4 -0.3 0.3 0.285
H 8.8886 1.2664 -4.8076 0.3 0.3 -0.1 0.377
C -2.5797 4.3041 -1.0269 0.5 0.9 0.4 -0.625
O -2.4690 5.7202 -0.7774 -0.2 -0.8 0.7 -0.475
C -2.7229 6.0353 0.6077 0.4 1.6 -1.8 0.012
C -2.4567 7.5784 0.7815 0.2 -0.1 1.0 -1.163
N -1.1279 8.0078 1.2038 0.7 -1.5 1.0 -0.212
C -0.7663 7.5354 2.5656 0.4 0.5 -1.1 -0.334
C 0.5048 8.1733 3.1219 -0.8 -1.0 0.5 -0.578
O 0.5242 7.7056 4.4870 0.1 0.1 -1.3 -0.174
C 1.5849 8.2767 5.1933 -0.4 0.2 0.6 -0.593
H -3.5651 3.9250 -0.7558 -0.2 0.0 0.0 0.548
H -1.8179 3.7874 -0.4432 -0.1 -0.2 0.0 -0.054
H -2.3809 4.1241 -2.0834 -0.1 0.1 0.0 0.164
H -2.1578 5.4011 1.2907 0.3 0.0 0.0 0.038
H -3.7810 5.8921 0.8272 -0.2 -0.2 0.0 0.584
H -3.1505 7.8208 1.5865 -0.5 0.5 0.1 0.430
H -2.6820 8.1925 -0.0903 -0.4 -0.6 -0.2 0.405
H -0.8609 8.9695 1.0491 -0.6 0.0 0.0 0.270
H -0.5434 6.4692 2.5235 -0.2 -0.2 0.0 -0.045
H -1.5700 7.6669 3.2901 -0.3 0.2 0.1 0.365
H 0.5187 9.2615 3.0607 -0.2 0.3 0.2 0.462
H 1.3637 7.8210 2.5506 0.2 -0.1 0.2 0.089
H 1.4051 9.3518 5.1930 0.6 0.3 0.1 0.354
H 2.5623 8.0081 4.7923 0.1 0.1 -0.1 0.299
H 1.5066 7.9352 6.2254 0.1 -0.1 0.0 0.025
C -1.4288 -4.3101 -11.4865 0.1 0.9 -0.7 -0.812
O -2.1487 -3.7787 -10.4043 -0.3 0.3 -1.2 -0.292
C -1.6056 -3.9678 -9.1509 -0.5 0.4 1.4 -0.443
C -2.1643 -2.8010 -8.2357 2.0 -2.0 -0.9 -0.628
N -1.7869 -3.0052 -6.8245 -0.5 0.9 -0.9 -0.393
C -2.3705 -1.8585 -6.1366 0.0 -0.3 0.6 -1.101
C -2.1306 -1.8949 -4.6387 -0.9 1.0 -0.8 0.106
O -3.0251 -2.8201 -4.0638 -0.1 -0.8 1.2 -0.425
C -2.7851 -2.9716 -2.6502 0.8 -0.4 -0.1 -0.283
H -1.8207 -3.8177 -12.3764 -0.6 -0.6 -0.1 0.285
H -1.4301 -5.3978 -11.5573 -0.2 -0.1 0.0 0.293
H -0.4044 -3.9466 -11.5674 0.5 -0.1 0.8 0.356
H -0.5173 -4.0071 -9.1976 0.2 0.4 0.2 0.344
H -1.9191 -4.9402 -8.7709 -0.1 -0.3 0.3 0.314
H -3.2295 -2.6981 -8.4425 -0.2 0.0 0.2 0.327
H -1.6281 -1.9291 -8.6104 -0.3 0.3 0.2 0.217
H -2.2510 -3.8215 -6.4525 -0.1 -0.3 -0.1 0.322
H -3.4469 -1.8364 -6.3068 -0.4 0.2 0.0 0.445
H -1.9716 -0.9445 -6.5765 0.2 0.1 0.2 0.410
H -2.4441 -0.9248 -4.2530 0.5 0.5 0.2 -0.077
H -1.0597 -2.0524 -4.5110 0.1 -0.4 0.7 0.540
H -1.8562 -3.5280 -2.5250 0.4 0.2 0.1 0.468
H -3.4750 -3.5633 -2.0486 -0.8 -0.1 -1.0 0.258
H -2.7108 -2.0310 -2.1044 0.1 0.4 -0.3 -0.311
C -0.9783 5.8784 10.6823 1.0 0.5 -1.4 -0.765
O 0.2159 5.8346 9.7985 -1.4 -0.1 0.5 -0.465
C -0.0416 6.1758 8.4276 -0.4 -0.1 0.1 -0.462
C -0.8104 5.0867 7.6736 0.9 -0.2 0.4 -0.094
N -0.0877 3.8064 7.8100 -0.3 0.7 -0.9 -0.393
C -0.8159 2.6589 7.2984 0.2 -1.9 1.1 -1.197
C -1.2372 2.5840 5.8498 0.1 1.3 1.1 0.565
O -2.5006 3.2329 5.7955 0.9 -0.2 -1.0 -0.441
C -2.8707 3.5144 4.4655 -1.6 0.2 0.5 -0.293
H -1.2414 4.8751 11.0175 0.3 0.1 0.3 0.269
H -1.8570 6.2871 10.1835 0.0 -0.1 -0.5 0.344
H -0.7745 6.6163 11.4582 0.2 -0.5 0.4 0.298
H 0.9188 6.3867 7.9573 0.1 -0.2 0.2 0.137
H -0.6453 7.0832 8.4123 0.0 0.3 -0.1 0.421
H -0.9024 5.2930 6.6072 0.2 0.3 0.0 0.220
H -1.8310 5.1319 8.0536 -0.4 -0.6 0.2 0.158
H 0.0965 3.6155 8.7845 0.1 0.3 0.1 0.270
H -1.6107 2.4465 8.0135 -1.0 0.0 -0.5 0.468
H -0.2182 1.7589 7.4425 0.7 0.1 0.1 0.445
H -1.2621 1.5906 5.4019 -0.4 -0.4 0.4 -0.379
H -0.4352 3.0929 5.3151 -0.1 0.6 -0.5 0.397
H -2.7271 2.6809 3.7779 0.3 -0.1 0.0 0.012
H -2.4837 4.4520 4.0664 0.6 0.0 0.0 0.130
H -3.9443 3.6751 4.5637 -0.2 0.0 -0.4 0.329
C -1.1975 -6.0342 -0.3290 -0.7 0.5 -1.2 -0.526
O -2.2539 -5.0743 -0.2062 0.9 -0.1 0.8 -0.218
C -2.4562 -4.6990 1.1485 0.2 1.2 0.6 -1.253
C -3.2343 -3.3751 1.2016 0.8 -1.2 -1.2 2.143
N -4.5839 -3.7074 0.9835 -2.3 -0.2 1.0 -0.309
C -5.3817 -2.5843 0.5555 -0.7 -0.1 0.1 1.502
C -6.8203 -2.9956 0.1547 1.6 -0.1 -1.5 -1.258
O -6.7834 -3.3800 -1.2527 -1.4 -0.8 0.7 -0.151
C -8.0479 -3.9323 -1.6845 0.5 0.0 -1.0 -0.997
H -1.4645 -6.9903 0.1211 0.1 0.0 0.2 0.360
H -0.2191 -5.6767 -0.0080 -0.1 0.2 0.6 -0.044
H -1.0969 -6.1406 -1.4092 0.0 -0.4 0.0 0.363
H -1.5557 -4.4769 1.7211 0.7 -0.4 -0.4 0.300
H -2.9655 -5.5060 1.6752 -0.3 0.0 0.1 0.626
H -2.9237 -2.7920 0.3346 0.8 0.4 -0.1 -0.851
H -2.9984 -2.7511 2.0636 -0.3 -0.2 0.3 -0.946
H -4.6819 -4.4840 0.3451 0.1 0.0 -0.2 0.436
H -4.8153 -2.0871 -0.2319 -0.4 0.5 -0.7 -0.623
H -5.4552 -1.8632 1.3695 0.0 0.1 0.2 -0.523
H -7.5307 -2.1719 0.2246 -0.1 -0.1 0.5 0.508
H -7.0518 -3.8734 0.7580 -0.5 0.1 0.2 0.503
H -8.8849 -3.2344 -1.6647 0.1 0.4 0.3 0.344
H -8.4140 -4.8724 -1.2720 0.5 0.0 1.1 0.352
H -7.9375 -4.2505 -2.7212 0.3 0.5 -0.2 0.291
C 0.5869 -0.5607 4.3943 0.3 0.5 -0.6 -0.664
O -0.7279 -1.0915 4.2512 0.2 -1.0 2.1 0.019
C -1.1305 -1.8589 5.4332 -1.3 -0.4 -0.6 -0.603
C -2.6061 -2.3885 5.3195 0.2 0.6 -0.1 -0.626
N -3.5511 -1.3009 5.1277 -0.3 -0.2 0.3 -0.339
C -4.8659 -1.7444 4.6481 0.2 1.5 0.0 0.005
C -5.8200 -0.5398 4.4694 0.0 0.5 -1.3 -1.007
O -5.3105 0.4041 3.4795 1.4 -1.1 0.4 0.145
C -5.9638 1.5932 3.1762 -0.4 0.2 -0.9 -0.928
H 1.3511 -1.2629 4.7275 -0.3 -0.4 0.0 0.318
H 0.6786 0.3240 5.0243 -0.5 0.0 0.5 0.176
H 0.8863 -0.2038 3.4089 0.0 -0.2 -0.1 -0.008
H -1.0094 -1.2362 6.3197 -0.2 0.2 0.0 0.287
H -0.5478 -2.7644 5.6021 0.6 0.1 -0.4 0.207
H -2.8871 -2.9810 6.1902 0.3 0.4 0.8 0.549
H -2.7778 -3.1707 4.5801 0.7 0.0 -1.0 0.168
H -3.1379 -0.6752 4.4511 -0.2 0.2 -0.2 0.071
H -5.3561 -2.4152 5.3537 0.2 0.0 0.3 0.434
H -4.7890 -2.3089 3.7188 0.0 0.0 -0.4 -0.217
H -6.0316 0.0106 5.3861 0.1 -0.2 0.2 0.508
H -6.7381 -0.9406 4.0399 -0.4 -0.1 0.3 0.425
H -5.4180 2.1734 2.4322 1.2 -0.1 0.3 0.147
H -6.1351 2.2764 4.0081 -0.4 -0.3 0.2 0.340
H -6.8090 1.4306 2.5074 -1.1 -0.3 0.8 0.329
C -2.8942 1.2027 -1.7037 -0.1 1.1 -0.1 -0.366
O -2.1857 1.3211 -0.4732 -0.1 -0.4 -0.7 1.202
C -2.9081 0.8406 0.6415 1.3 -0.3 0.7 0.035
C -1.9294 0.5087 1.8078 -0.6 -0.3 -1.1 0.227
N -1.2204 -0.7577 1.5936 -0.6 0.1 -0.5 1.391
C -0.2675 -0.8502 0.4795 0.1 -0.2 0.8 -0.809
C 0.4075 -2.2222 0.4491 -0.8 0.7 0.6 0.846
O 1.2022 -2.3490 1.6381 -0.2 0.4 -0.5 0.217
C 1.8231 -3.5891 1.6908 0.7 -1.3 -1.0 -0.437
H -3.8013 1.8069 -1.6897 -0.5 -0.4 0.3 0.310
H -3.1081 0.1915 -2.0500 0.0 -0.2 0.4 -0.837
H -2.3580 1.7050 -2.5089 0.6 -0.2 0.2 0.481
H -3.3905 -0.1123 0.4235 -0.3 -0.1 -0.2 -0.754
H -3.6549 1.5758 0.9412 -0.2 0.1 0.1 0.170
H -2.5919 0.3879 2.6649 0.1 -0.1 0.2 -1.267
H -1.2441 1.3253 2.0350 0.1 0.5 -0.2 0.591
H -0.7612 -0.9509 2.4722 0.0 -0.5 -0.4 -0.474
H 0.5138 -0.1048 0.6279 0.4 0.3 -0.3 0.206
H -0.7155 -0.6635 -0.4965 -0.3 0.0 0.2 0.358
H 0.9130 -2.3176 -0.5119 0.9 0.0 0.1 0.200
H -0.3398 -3.0154 0.4267 -0.3 -0.1 0.2 -1.037
H 1.1444 -4.4074 1.4505 -0.6 -0.2 0.5 -0.189
H 2.3831 -3.8407 2.5915 -0.5 0.6 0.4 0.529
H 2.5536 -3.7156 0.8917 0.4 0.4 -0.4 -0.258
```
Forces are in eV/Å.

Calculated values
Energy above the lowest of the compared OMol25 structures with the same formula, charge and spin, kcal/mol: 121.1
F_max, eV/A: 3.068
HOMO, eV: -7.85
E_LUMO, eV: 0.5635
Orbital gap, eV: 8.42
Structure (SMILES): COCCNCCOC.COCCNCCOC.COCCNCCOC.COCCNCCOC.COCCNCCOC.COCCNCCOC.COCCNCCOC.COCCNCCOC.COCCNCCOC.COCCNCCOC.COCCNCCOC

=====

C2H6N3S2 | the ωB97M-V functional and the def2-TZVPD basis

Geometry as XYZ:
```
13
Properties=species:S:1:pos:R:3:forces:R:3:mulliken_charge:R:1
N 0.9974 1.3795 0.6002 0.2 0.2 -0.1 -0.347
C 0.5881 0.0186 0.1093 -0.9 -1.2 -0.4 0.154
S 2.1808 -0.8412 -0.1958 -0.2 0.7 0.3 -0.155
N -0.1711 0.2828 -1.2499 2.2 0.8 0.8 -0.182
N -1.2750 -0.1634 -1.2896 -1.0 0.2 -1.5 -0.076
C -1.8406 -0.8273 -0.2101 -0.4 -0.8 1.8 -0.275
S -0.6216 -0.7857 1.2012 0.4 0.3 -0.5 -0.055
H 1.5951 1.8152 -0.1215 -0.2 0.0 0.2 0.371
H 1.5405 1.2836 1.4704 -0.1 0.1 -0.2 0.368
H 0.1872 1.9900 0.7807 0.1 -0.3 0.0 0.374
H 1.6582 -1.9462 -0.7072 -0.3 -0.3 -0.1 0.199
H -2.7731 -0.3441 0.0914 0.1 0.0 -0.1 0.319
H -2.0659 -1.8618 -0.4789 0.0 0.1 0.0 0.305
```
Forces are in eV/Å.

Calculated values
Energy above the lowest of the compared OMol25 structures with the same formula, charge and spin, kcal/mol: 50.2
F_max, eV/A: 2.430
Net charge: +1
HOMO, eV: -13.73
E_LUMO, eV: -4.0027
Orbital gap, eV: 9.72
Structure (SMILES): [NH3+][C@]1(S)N=NCS1

=====

Q: Number 1 is which compound?
A: C66H165N11O22